Computed, not measured: a 2-piece molecular cluster, C3H10OS2 overall at a distorted geometry, with ωB97M-V/def2-TZVPD.

DFT total energy: -26990.284 eV
relative energy (zero: lowest compared OMol25 entry of this formula, charge and spin): 1.006 eV
HOMO energy: -8.33 eV
structure (SMILES): CCO.CSS

CARTESIAN COORDINATES (ANGSTROEM)
C1 0.042 -2.297 -2.299
C2 -0.203 -2.325 -0.731
O1 -0.282 -1.007 -0.200
H1 0.092 -1.221 -2.476
H2 -0.793 -2.815 -2.751
H3 1.003 -2.719 -2.577
H4 -1.168 -2.817 -0.634
H5 0.619 -2.851 -0.247
H6 0.445 -0.912 0.418
C3 0.769 3.512 1.738
S1 0.430 1.706 1.893
S2 -1.676 1.697 1.784
H7 1.468 3.688 0.926
H8 -0.216 3.892 1.485
H9 1.147 3.860 2.689
H10 -1.677 0.609 0.982

Mulliken charges in e: atom 1 (C): -0.8811, atom 2 (C): -0.2390, atom 3 (O): -0.4298, atom 4 (H): 0.2594, atom 5 (H): 0.2766, atom 6 (H): 0.2755, atom 7 (H): 0.2101, atom 8 (H): 0.2895, atom 9 (H): 0.2449, atom 10 (C): -0.7267, atom 11 (S): -0.0598, atom 12 (S): -0.2140, atom 13 (H): 0.2638, atom 14 (H): 0.2722, atom 15 (H): 0.2712, atom 16 (H): 0.1874


Computed, not measured: C50H50BiN7O5S4 as an isolated structure at a distorted geometry, with ωB97M-V/def2-TZVPD.

DFT total energy: -122498.129 eV
HOMO energy (spin up / spin down): -6.63 / -8.85 eV
charge: +1
multiplicity: 2

CARTESIAN COORDINATES (ANGSTROEM)
Bi1 0.347 0.060 -0.025
N1 -0.375 0.219 2.119
S1 0.425 -0.377 3.201
N2 0.542 -2.035 3.266
S2 -0.706 -2.959 3.208
N3 -1.774 -2.741 2.094
S3 -1.551 -2.650 0.476
N4 -1.283 -1.347 -0.179
C1 -0.322 -3.931 0.082
C2 -0.681 -5.213 -0.294
C3 0.313 -6.114 -0.644
C4 1.644 -5.730 -0.625
C5 1.991 -4.439 -0.260
C6 1.006 -3.537 0.099
C7 -3.180 -3.223 -0.014
C8 -3.868 -2.545 -1.004
C9 -5.152 -2.951 -1.329
C10 -5.727 -4.028 -0.672
C11 -5.030 -4.698 0.322
C12 -3.750 -4.293 0.658
C13 -1.630 -2.817 4.731
C14 -2.832 -2.131 4.779
C15 -3.477 -2.004 5.997
C16 -2.923 -2.556 7.143
C17 -1.718 -3.241 7.080
C18 -1.063 -3.372 5.870
C19 -0.086 -4.624 3.146
C20 -1.020 -5.657 3.220
C21 -0.590 -6.962 3.099
C22 0.759 -7.239 2.905
C23 1.683 -6.201 2.862
C24 1.269 -4.890 2.984
C25 -0.264 0.123 4.786
C26 0.213 -0.418 5.965
C27 -0.368 -0.022 7.158
C28 -1.397 0.909 7.156
C29 -1.851 1.454 5.964
C30 -1.286 1.056 4.765
C31 2.192 -0.022 3.315
C32 3.122 -0.895 2.786
C33 4.471 -0.617 2.933
C34 4.875 0.533 3.592
C35 3.930 1.416 4.091
C36 2.579 1.144 3.951
H1 -1.720 -5.504 -0.333
H2 0.038 -7.112 -0.948
H3 2.409 -6.433 -0.912
H4 3.021 -4.122 -0.271
H5 1.258 -2.523 0.368
H6 -3.395 -1.702 -1.482
H7 -5.706 -2.426 -2.091
H8 -6.728 -4.339 -0.927
H9 -5.484 -5.530 0.838
H10 -3.197 -4.781 1.445
H11 -3.233 -1.714 3.869
H12 -4.416 -1.476 6.050
H13 -3.437 -2.458 8.086
H14 -1.294 -3.676 7.970
H15 -0.122 -3.897 5.794
H16 -2.059 -5.418 3.387
H17 -1.301 -7.769 3.167
H18 1.088 -8.261 2.800
H19 2.731 -6.422 2.738
H20 1.962 -4.065 2.963
H21 1.024 -1.131 5.943
H22 -0.012 -0.431 8.090
H23 -1.843 1.216 8.090
H24 -2.637 2.193 5.969
H25 -1.604 1.445 3.810
H26 2.781 -1.778 2.272
H27 5.204 -1.290 2.522
H28 5.925 0.745 3.725
H29 4.245 2.315 4.598
H30 1.825 1.822 4.323
O1 4.827 1.527 -1.037
C37 3.634 1.419 -0.498
O2 3.319 0.539 0.265
C38 2.659 2.536 -0.915
N5 3.409 3.542 -1.666
C39 3.535 4.746 -0.828
C40 3.200 4.277 0.589
C41 2.111 3.234 0.338
H31 1.870 2.066 -1.511
H32 2.985 3.758 -2.562
H33 4.820 2.362 -1.576
H34 2.832 5.523 -1.145
H35 4.549 5.146 -0.909
H36 2.876 5.095 1.228
H37 4.069 3.800 1.046
H38 1.155 3.714 0.120
H39 1.978 2.542 1.168
S4 -1.976 2.736 0.048
C42 -1.153 1.598 -0.782
C43 0.139 -3.130 -4.722
C44 1.141 -2.119 -5.273
C45 0.898 -0.721 -4.676
C46 1.965 0.278 -5.203
C47 1.602 1.744 -4.983
C48 -0.468 -0.227 -5.117
O3 -0.938 -0.419 -6.212
N6 -1.162 0.530 -4.184
C49 -0.770 0.649 -2.884
O4 -1.462 1.459 -2.113
N7 0.254 -0.024 -2.401
C50 1.064 -0.805 -3.162
O5 1.918 -1.489 -2.628
H40 0.390 -4.134 -5.057
H41 -0.865 -2.892 -5.069
H42 0.147 -3.121 -3.632
H43 1.036 -2.056 -6.357
H44 2.157 -2.433 -5.030
H45 2.092 0.106 -6.274
H46 2.913 0.059 -4.705
H47 0.744 2.023 -5.592
H48 2.438 2.376 -5.276
H49 1.364 1.946 -3.938
H50 -2.034 0.956 -4.475

Here are the Mulliken charges for atoms 1 to 99, given in e: atom 1 (Bi): 1.3957, atom 2 (N): -1.1720, atom 3 (S): 1.7648, atom 4 (N): 0.0816, atom 5 (S): 1.2618, atom 6 (N): -0.0098, atom 7 (S): 1.4383, atom 8 (N): -0.1291, atom 9 (C): 0.8278, atom 10 (C): -0.4467, atom 11 (C): -1.0166, atom 12 (C): -1.0053, atom 13 (C): -0.9158, atom 14 (C): 1.2996, atom 15 (C): -0.1122, atom 16 (C): -0.4619, atom 17 (C): -0.7913, atom 18 (C): -0.6108, atom 19 (C): -0.8152, atom 20 (C): -0.2396, atom 21 (C): 0.2086, atom 22 (C): -0.2149, atom 23 (C): -0.8280, atom 24 (C): -0.5326, atom 25 (C): -0.9083, atom 26 (C): -0.7714, atom 27 (C): 0.4087, atom 28 (C): -1.0314, atom 29 (C): -0.8666, atom 30 (C): -0.6345, atom 31 (C): -0.7464, atom 32 (C): 0.1572, atom 33 (C): -0.6224, atom 34 (C): -0.2915, atom 35 (C): -0.8958, atom 36 (C): -0.5136, atom 37 (C): -0.8704, atom 38 (C): -0.3164, atom 39 (C): 0.4818, atom 40 (C): -0.0527, atom 41 (C): -0.8360, atom 42 (C): -0.6922, atom 43 (C): -0.8740, atom 44 (C): -0.5594, atom 45 (H): 0.5612, atom 46 (H): 0.5357, atom 47 (H): 0.4541, atom 48 (H): 0.6266, atom 49 (H): -0.8569, atom 50 (H): 0.4629, atom 51 (H): 0.4732, atom 52 (H): 0.4095, atom 53 (H): 0.4556, atom 54 (H): 0.2999, atom 55 (H): 0.5139, atom 56 (H): 0.4758, atom 57 (H): 0.4687, atom 58 (H): 0.4591, atom 59 (H): 0.5416, atom 60 (H): 0.4215, atom 61 (H): 0.4839, atom 62 (H): 0.4428, atom 63 (H): 0.5135, atom 64 (H): 0.4565, atom 65 (H): 0.5251, atom 66 (H): 0.4786, atom 67 (H): 0.4452, atom 68 (H): 0.4931, atom 69 (H): 0.5885, atom 70 (H): 0.2966, atom 71 (H): 0.4751, atom 72 (H): 0.4271, atom 73 (H): 0.4857, atom 74 (H): 0.6125, atom 75 (O): -0.5817, atom 76 (C): -0.0809, atom 77 (O): -0.2295, atom 78 (C): 2.2690, atom 79 (N): -0.6094, atom 80 (C): -0.8128, atom 81 (C): -0.6740, atom 82 (C): -0.0313, atom 83 (H): -1.1561, atom 84 (H): 0.2858, atom 85 (H): 0.4479, atom 86 (H): 0.3235, atom 87 (H): 0.3945, atom 88 (H): 0.4780, atom 89 (H): 0.2373, atom 90 (H): 0.3992, atom 91 (H): -0.3391, atom 92 (S): -0.3723, atom 93 (C): -0.1463, atom 94 (C): -1.1558, atom 95 (C): -1.0959, atom 96 (C): 2.3139, atom 97 (C): -1.1080, atom 98 (C): -1.0086, atom 99 (C): -0.5332


Computed, not measured: a 29-piece molecular cluster, H58O29 overall at a distorted geometry, with ωB97M-V/def2-TZVPD.

DFT total energy: -60321.801 eV
relative energy (zero: lowest compared OMol25 entry of this formula, charge and spin): 3.554 eV
HOMO energy: -9.19 eV

CARTESIAN COORDINATES (ANGSTROEM)
O1 -2.044 5.309 2.710
H1 -2.887 4.902 2.913
H2 -1.409 4.596 2.784
O2 0.699 1.970 -4.914
H3 0.482 1.256 -4.315
H4 1.386 1.612 -5.476
O3 4.048 -1.284 -0.948
H5 3.111 -1.380 -0.774
H6 4.328 -0.577 -0.366
O4 -1.526 -3.024 -1.742
H7 -2.270 -2.594 -2.163
H8 -1.238 -3.681 -2.376
O5 1.353 0.602 4.787
H9 0.608 0.052 4.544
H10 1.258 0.732 5.730
O6 1.117 -2.315 -1.275
H11 1.006 -2.666 -0.392
H12 0.238 -2.330 -1.652
O7 -0.551 -0.298 -0.109
H13 0.244 -0.795 -0.304
H14 -0.240 0.587 0.082
O8 2.827 1.562 -1.513
H15 3.289 2.323 -1.864
H16 3.040 0.852 -2.117
O9 0.934 5.106 0.981
H17 0.879 4.701 1.846
H18 0.996 6.044 1.159
O10 -3.445 -2.254 -3.068
H19 -4.193 -1.659 -3.129
H20 -3.397 -2.668 -3.929
O11 0.651 2.521 0.199
H21 0.842 3.351 0.637
H22 1.468 2.288 -0.241
O12 0.183 -0.144 -3.184
H23 -0.171 -0.939 -3.584
H24 0.744 -0.461 -2.477
O13 3.948 -4.136 -1.680
H25 3.017 -3.931 -1.588
H26 4.369 -3.286 -1.809
O14 0.789 4.201 3.540
H27 1.289 4.438 4.321
H28 0.403 3.351 3.750
O15 -0.682 4.918 -1.720
H29 -0.065 4.453 -1.155
H30 -0.393 5.830 -1.691
O16 -3.118 0.805 -1.978
H31 -3.098 0.538 -1.059
H32 -2.338 0.403 -2.361
O17 -1.215 -5.370 1.556
H33 -0.573 -6.065 1.412
H34 -0.737 -4.560 1.376
O18 -1.256 3.396 -4.018
H35 -1.018 3.442 -3.091
H36 -0.522 2.943 -4.432
O19 -0.844 -0.986 4.182
H37 -1.216 -1.428 4.945
H38 -1.222 -1.444 3.431
O20 0.267 -3.921 -3.942
H39 0.759 -4.526 -3.387
H40 -0.229 -4.487 -4.532
O21 1.274 -3.456 1.206
H41 1.989 -2.965 1.611
H42 1.084 -4.159 1.827
O22 -3.295 -3.819 0.099
H43 -2.566 -3.544 -0.457
H44 -3.041 -4.686 0.417
O23 4.647 3.375 0.606
H45 3.985 2.872 1.081
H46 5.094 3.883 1.284
O24 -1.164 2.205 3.403
H47 -1.819 1.916 4.040
H48 -0.789 1.394 3.060
O25 -4.066 3.502 2.834
H49 -3.743 2.981 3.569
H50 -3.918 2.951 2.065
O26 -1.664 -1.951 1.901
H51 -1.300 -1.318 1.283
H52 -2.367 -2.384 1.416
O27 0.915 -5.639 -1.666
H53 1.142 -6.500 -2.018
H54 1.320 -5.620 -0.798
O28 2.323 -1.006 2.333
H55 2.033 -1.463 3.122
H56 1.578 -0.459 2.084
O29 -2.271 2.791 0.057
H57 -1.340 2.726 -0.154
H58 -2.718 2.499 -0.738

Mulliken charges in e: atom 1 (O): -0.6731, atom 2 (H): 0.3916, atom 3 (H): 0.3069, atom 4 (O): -0.6964, atom 5 (H): 0.4094, atom 6 (H): 0.3098, atom 7 (O): -0.6316, atom 8 (H): 0.2428, atom 9 (H): 0.3123, atom 10 (O): -0.8328, atom 11 (H): 0.4886, atom 12 (H): 0.1529, atom 13 (O): -0.5756, atom 14 (H): 0.3337, atom 15 (H): 0.2800, atom 16 (O): 0.1950, atom 17 (H): 0.0016, atom 18 (H): 0.0594, atom 19 (O): 0.1638, atom 20 (H): 0.1018, atom 21 (H): -0.0941, atom 22 (O): -0.5213, atom 23 (H): 0.2422, atom 24 (H): 0.2221, atom 25 (O): -0.5954, atom 26 (H): 0.2195, atom 27 (H): 0.2897, atom 28 (O): -0.5146, atom 29 (H): 0.2696, atom 30 (H): 0.2345, atom 31 (O): 0.0619, atom 32 (H): 0.1410, atom 33 (H): 0.1336, atom 34 (O): -0.6676, atom 35 (H): 0.2453, atom 36 (H): 0.1757, atom 37 (O): -0.6953, atom 38 (H): 0.2742, atom 39 (H): 0.3403, atom 40 (O): -0.6281, atom 41 (H): 0.2703, atom 42 (H): 0.3282, atom 43 (O): -0.5850, atom 44 (H): 0.2856, atom 45 (H): 0.2625, atom 46 (O): -0.7121, atom 47 (H): 0.3330, atom 48 (H): 0.3253, atom 49 (O): -0.6206, atom 50 (H): 0.3191, atom 51 (H): 0.3125, atom 52 (O): -0.6983, atom 53 (H): 0.2934, atom 54 (H): 0.5068, atom 55 (O): -0.5509, atom 56 (H): 0.2620, atom 57 (H): 0.3924, atom 58 (O): -0.5485, atom 59 (H): 0.2933, atom 60 (H): 0.2867, atom 61 (O): -0.4032, atom 62 (H): 0.1794, atom 63 (H): 0.2176, atom 64 (O): -0.6656, atom 65 (H): 0.4438, atom 66 (H): 0.3315, atom 67 (O): -0.5964, atom 68 (H): 0.3010, atom 69 (H): 0.2878, atom 70 (O): -0.3718, atom 71 (H): 0.2127, atom 72 (H): 0.1344, atom 73 (O): -0.6827, atom 74 (H): 0.2599, atom 75 (H): 0.3348, atom 76 (O): -0.6622, atom 77 (H): 0.2265, atom 78 (H): 0.3519, atom 79 (O): -0.5265, atom 80 (H): 0.2569, atom 81 (H): 0.2392, atom 82 (O): -0.6626, atom 83 (H): 0.3012, atom 84 (H): 0.2277, atom 85 (O): -0.3267, atom 86 (H): 0.0577, atom 87 (H): 0.3045